Record 1
The following is a quantum chemistry calculation of a cluster of 2 separate species, C4H7NO in total in a non-equilibrium geometry, from the Open Molecules 2025 dataset.

Its HOMO-LUMO gap is 9.48 eV. The energy above the lowest of the compared OMol25 structures with the same formula, charge and spin comes out at 96.4 kcal per mole. The largest force on an atom is 0.0224 Eh/bohr. Its total charge is 0. As for the multiplicity: 1.

Atoms and positions in Å:
C1 2.022 0.557 -0.199
O1 1.680 -0.842 -0.275
C2 0.627 -1.153 -0.961
C3 -2.187 -0.153 0.265
C4 -1.302 0.822 0.897
N1 -0.581 1.584 1.385
H1 1.215 1.153 -0.626
H2 2.953 0.683 -0.753
H3 2.165 0.800 0.854
H4 0.609 -2.268 -0.869
H5 -1.571 -0.817 -0.349
H6 -2.734 -0.720 1.022
H7 -2.895 0.356 -0.393

Löwdin population analysis, charges in e, atoms 1 to 4:
1 C -0.085
2 O -0.192
3 C 0.026
4 C -0.076

---

Record 2
The following is a quantum chemistry calculation of the ion C6H10N with charge +1 in a non-equilibrium geometry, from the Open Molecules 2025 dataset.

Its HOMO-LUMO gap (spin up / spin down) is 7.80 / 7.81 eV. The energy above the lowest of the compared OMol25 structures with the same formula, charge and spin comes out at 77.8 kcal per mole. The largest force on an atom is 0.1001 Eh/bohr. Its total charge is +1. As for the multiplicity: 1.

Atoms and positions in Å:
C1 -1.422 -0.025 0.024
C2 -2.768 -0.094 -0.154
C3 -0.347 0.673 0.890
C4 -0.437 -0.380 -0.944
C5 0.779 -0.004 -0.024
C6 1.973 0.793 -0.475
N1 0.922 -1.308 0.464
H1 -3.050 -0.293 -1.119
H2 -3.365 0.030 0.738
H3 -0.550 1.661 0.716
H4 -0.139 0.455 1.883
H5 -0.402 -0.994 -1.720
H6 2.541 0.277 -1.112
H7 2.522 1.120 0.315
H8 1.844 1.793 -0.858
H9 0.433 -1.673 1.287
H10 1.466 -2.031 0.089

Löwdin population analysis, charges in e, atoms 1 to 4:
1 C -0.215
2 C 0.222
3 C 0.017
4 C 0.243

---

Record 3
The following is a quantum chemistry calculation of a structure of composition C6H11O in a non-equilibrium geometry, from the Open Molecules 2025 dataset.

Its HOMO-LUMO gap is 4.94 eV. The energy above the lowest of the compared OMol25 structures with the same formula, charge and spin comes out at 95.2 kcal per mole. The largest force on an atom is 0.1183 Eh/bohr. Its total charge is -1. As for the multiplicity: 1.

Atoms and positions in Å:
C1 0.184 -1.531 2.446
O1 1.034 -1.730 3.452
C2 0.739 -0.617 1.307
C3 -0.251 -0.343 0.192
C4 0.292 0.597 -0.903
C5 -0.876 1.808 -2.975
C6 -0.768 0.891 -1.950
H1 -0.132 -2.470 1.911
H2 -0.796 -1.048 2.794
H3 1.639 -1.112 0.927
H4 1.038 0.328 1.777
H5 -1.203 0.090 0.560
H6 -0.548 -1.280 -0.299
H7 1.081 0.030 -1.408
H8 0.582 1.546 -0.466
H9 0.555 1.782 -2.887
H10 -0.970 2.861 -2.703
H11 -1.599 0.197 -1.775

Löwdin population analysis, charges in e, atoms 1 to 4:
1 C -0.598
2 O -0.372
3 C -0.240
4 C -0.269